Record 1
ORCA calculation (ωB97M-V/def2-TZVPD) on a cluster of 4 separate species, C2H11NO5 in total at a distorted geometry.

Each line ends with the Mulliken charge.
Cartesian coordinates (Å):
O 2.072 -0.258 1.226  -0.5132
O -2.248 -2.158 0.392  -0.6141
O -2.898 -2.435 -3.401  -0.6157
O 1.481 1.435 3.603  -0.6405
O 1.149 2.664 -1.135  -0.5624
N 0.992 0.422 -0.605  -0.1979
C 0.627 1.822 -0.246  -0.0878
C 1.561 -0.552 0.209  -0.0699
H -3.266 -2.618 -2.594  0.2922
H 1.018 2.066 0.774  0.1455
H 0.938 0.285 -1.679  0.2541
H 2.188 2.645 -1.261  0.3228
H 1.480 1.307 2.633  0.3554
H -3.183 -1.496 -3.412  0.3163
H 1.350 -1.542 -0.120  0.4902
H -2.624 -2.576 1.115  0.3044
H -0.479 1.991 -0.223  0.2046
H -1.543 -1.556 0.862  0.3136
H 1.385 0.551 3.862  0.3025

Results
HOMO level, eV: -10.21
Structure (SMILES): O=CNCO.O.O.O
Multiplicity: 1
Total charge: 0
Gap between HOMO and LUMO, eV: 10.4586
ΔE to the lowest compared entry with this formula, charge and spin, kJ/mol: 216.3
Strongest force on any atom, eV/A: 5.1


Record 2
ORCA calculation (ωB97M-V/def2-TZVPD) on a cluster of 5 separate species, C2H11O6 in total at a distorted geometry.

Each line ends with the Mulliken charge.
Cartesian coordinates (Å):
O 1.934 -2.206 0.746  -0.7275
O -1.927 2.226 -0.830  -0.6483
O -2.383 -0.140 1.572  -0.6731
O 0.224 -0.174 0.719  -0.8932
O 0.425 2.043 0.513  -0.7935
O -0.792 -2.389 -0.570  -0.7010
C 0.749 0.875 0.234  0.8817
C 1.811 0.688 -0.860  -1.1915
H -1.633 0.459 1.370  0.2894
H 2.837 0.511 -0.542  0.3147
H -1.700 2.310 0.107  0.3263
H 1.568 -0.070 -1.615  0.3435
H 1.331 -2.916 0.452  0.3019
H -1.272 -2.481 0.284  0.3383
H -2.830 -0.004 0.723  0.3408
H 1.457 -1.343 0.683  0.4784
H 1.791 1.560 -1.532  0.3148
H -1.048 2.493 -1.087  0.3191
H -0.540 -1.442 -0.366  0.3792

Results
HOMO level, eV: -5.79
Multiplicity: 1
Total charge: -1
Gap between HOMO and LUMO, eV: 9.5183
ΔE to the lowest compared entry with this formula, charge and spin, kJ/mol: 51.4
Strongest force on any atom, eV/A: 1.8


Record 3
ORCA calculation (ωB97M-V/def2-TZVPD) on a cluster of 2 separate species, C2H12N10 in total at a distorted geometry.

Each line ends with the Mulliken charge.
Cartesian coordinates (Å):
N 2.879 1.399 0.273  -0.7168
N 5.389 1.372 0.052  -0.6231
N -5.802 0.514 -1.740  -0.3028
N 4.849 0.163 0.194  -0.3538
N 3.502 0.181 0.198  0.9251
N -6.179 -0.235 0.353  0.6006
N -6.050 -0.319 1.674  -0.5593
N 0.288 -1.042 -0.164  -0.2902
N -5.557 0.536 -0.393  -0.1204
N 3.497 -2.079 -0.174  -0.4047
C 1.423 -0.881 -0.257  0.0166
C 2.846 -0.887 -0.171  0.7897
H 3.440 2.232 0.320  0.2824
H -6.391 -0.043 -2.315  0.2480
H 4.457 -2.193 -0.020  0.2148
H 1.899 1.533 0.349  0.1804
H -5.449 1.146 -2.437  0.2736
H 5.247 -0.612 0.708  0.1950
H 5.844 1.876 0.815  0.2631
H -6.842 -0.751 2.132  0.2951
H -5.667 0.476 2.169  0.3047
H 3.202 -2.679 -0.900  0.2722
H -6.819 -0.980 0.085  0.2605
H 5.996 1.274 -0.751  0.2493

Results
HOMO level, eV: -14.94
Multiplicity: 1
Total charge: +2
Gap between HOMO and LUMO, eV: 8.6497
ΔE to the lowest compared entry with this formula, charge and spin, kJ/mol: 96.3
Strongest force on any atom, eV/A: 3.5


Record 4
ORCA calculation (ωB97M-V/def2-TZVPD) on a cluster of 3 separate species, C2H12N2O2 in total at a distorted geometry.

Each line ends with the Mulliken charge.
Cartesian coordinates (Å):
O 0.063 4.082 0.285  -0.6685
O 0.743 -6.425 1.422  -0.6487
N -0.256 1.538 -0.821  -0.3022
N 0.348 -0.780 -0.387  -0.5674
C -1.632 1.489 -0.529  -0.8822
C 0.628 0.679 -0.176  -0.5821
H 0.318 -1.019 -1.330  0.2123
H 1.625 0.893 -0.643  0.3530
H 1.289 -5.650 1.406  0.3214
H 0.634 3.955 1.054  0.3194
H -2.277 1.368 -1.452  0.2895
H -2.003 2.376 -0.046  0.2883
H 0.642 0.818 0.952  0.3402
H -0.510 -0.953 0.115  0.2504
H 0.174 1.744 -1.757  0.2575
H 0.904 -7.049 0.679  0.3266
H 0.113 3.214 -0.011  0.3759
H -1.981 0.731 0.066  0.3166

Results
HOMO level, eV: -8.90
Structure (SMILES): CNCN.O.O
Multiplicity: 1
Total charge: 0
Gap between HOMO and LUMO, eV: 9.7018
ΔE to the lowest compared entry with this formula, charge and spin, kJ/mol: 156.6
Strongest force on any atom, eV/A: 4.0


Record 5
ORCA calculation (ωB97M-V/def2-TZVPD) on a cluster of 3 separate species, C2H12N2O2 in total at a distorted geometry.

Each line ends with the Mulliken charge.
Cartesian coordinates (Å):
O -1.790 2.794 -1.680  -0.6506
O -3.467 -0.061 -1.275  -0.6348
N 2.957 -1.088 0.757  -0.6054
N -0.197 -1.292 0.309  -0.4850
C 0.609 -0.126 0.127  -0.3863
C 1.824 0.025 1.100  -0.5885
H 1.690 -0.166 2.172  0.3693
H 0.992 0.060 -0.891  0.2881
H 3.667 -0.420 0.449  0.2437
H 3.169 -1.449 1.695  0.2402
H 2.167 1.008 0.907  0.3462
H -4.061 -0.775 -1.484  0.2931
H -1.809 2.279 -0.870  0.3249
H -2.499 2.332 -2.244  0.3308
H 0.329 -2.171 0.033  0.2584
H -0.643 -1.329 1.180  0.2158
H -2.889 -0.431 -0.522  0.3273
H -0.046 0.811 0.236  0.1127

Results
HOMO level, eV: -9.20
Structure (SMILES): NCCN.O.O
Multiplicity: 1
Total charge: 0
Gap between HOMO and LUMO, eV: 9.8857
ΔE to the lowest compared entry with this formula, charge and spin, kJ/mol: 142.7
Strongest force on any atom, eV/A: 3.4


Record 6
ORCA calculation (ωB97M-V/def2-TZVPD) on a cluster of 3 separate species, C2H12N2O2 in total at a distorted geometry.

Each line ends with the Mulliken charge.
Cartesian coordinates (Å):
O 1.644 2.681 -1.668  -0.6768
O -1.358 2.420 0.454  -0.6864
N -1.319 -0.315 -0.242  -0.6328
N -0.069 -2.571 0.754  -0.6064
C 0.120 -0.406 -0.360  -0.0926
C 0.681 -1.309 0.721  -0.6014
H -1.709 -1.204 0.056  0.2720
H 0.113 -3.206 -0.010  0.1795
H 0.565 0.579 -0.209  -0.1548
H 0.520 -0.767 -1.311  0.4231
H -1.241 2.966 1.226  0.3050
H -1.820 -0.008 -1.064  0.1878
H 0.695 -0.911 1.733  0.3529
H 0.142 -3.112 1.578  0.2104
H 1.165 1.885 -1.397  0.3827
H -1.079 1.499 0.356  0.4982
H 1.230 3.342 -1.100  0.3291
H 1.719 -1.564 0.483  0.3105

Results
HOMO level, eV: -9.62
Structure (SMILES): NCCN.O.O
Multiplicity: 1
Total charge: 0
Gap between HOMO and LUMO, eV: 10.4327
ΔE to the lowest compared entry with this formula, charge and spin, kJ/mol: 80.7
Strongest force on any atom, eV/A: 2.1


Record 7
ORCA calculation (ωB97M-V/def2-TZVPD) on a cluster of 3 separate species, C2H12N2O2 in total at a distorted geometry.

Each line ends with the Mulliken charge.
Cartesian coordinates (Å):
O 3.514 -1.531 -4.714  -0.6300
O -2.673 -0.710 -1.170  -0.6542
N 0.905 0.331 0.318  -0.5786
N -1.593 -0.608 2.202  -0.6639
C -1.256 0.799 1.708  -0.4266
C 0.343 0.967 1.562  -0.5720
H 4.457 -1.352 -4.569  0.3220
H -1.760 0.880 0.720  0.2318
H -2.572 -0.635 2.148  0.2492
H 0.845 0.751 2.577  0.3040
H 1.348 1.228 -0.110  0.2747
H -2.381 -0.094 -1.827  0.3144
H -1.578 1.530 2.407  0.3888
H 0.532 2.051 1.414  0.3410
H -1.904 -1.017 -0.747  0.2923
H -1.023 -1.274 1.489  0.2583
H 1.716 -0.212 0.602  0.2412
H 3.079 -1.106 -4.010  0.3076

Results
HOMO level, eV: -9.27
Structure (SMILES): NCCN.O.O
Multiplicity: 1
Total charge: 0
Gap between HOMO and LUMO, eV: 9.7544
ΔE to the lowest compared entry with this formula, charge and spin, kJ/mol: 170.5
Strongest force on any atom, eV/A: 4.6


Record 8
ORCA calculation (ωB97M-V/def2-TZVPD) on a cluster of 3 separate species, C2H12N2O2 in total.

Each line ends with the Mulliken charge.
Cartesian coordinates (Å):
O 0.625 1.423 2.134  -0.6873
O 2.515 0.154 0.155  -0.6299
N -1.694 0.470 0.610  -0.6411
N 0.374 -1.508 -1.493  -0.7217
C -0.592 -0.408 -1.457  -0.1812
C -1.651 -0.655 -0.357  -0.7033
H 0.896 -1.535 -0.627  0.2348
H -2.286 1.202 0.240  0.2109
H 0.268 2.300 2.306  0.2739
H -2.210 0.173 1.433  0.2435
H -2.641 -0.849 -0.783  0.3421
H 2.837 1.063 0.029  0.3079
H -1.326 -1.537 0.189  0.3935
H -0.142 0.570 -1.228  0.2219
H -0.081 1.020 1.593  0.4747
H -1.041 -0.360 -2.451  0.3365
H 2.250 0.134 1.082  0.2939
H 1.064 -1.355 -2.222  0.2309

Results
HOMO level, eV: -9.03
Structure (SMILES): NCCN.O.O
Multiplicity: 1
Total charge: 0
Gap between HOMO and LUMO, eV: 9.8595
ΔE to the lowest compared entry with this formula, charge and spin, kJ/mol: 36.6
Strongest force on any atom, eV/A: 0.6


Record 9
ORCA calculation (ωB97M-V/def2-TZVPD) on a cluster of 3 separate species, C2H12N2O2 in total at a distorted geometry.

Each line ends with the Mulliken charge.
Cartesian coordinates (Å):
O -0.940 2.435 1.625  -0.6968
O -0.086 -1.279 -3.899  -0.6256
N -0.041 0.767 -0.926  -0.5784
N 0.029 -0.426 1.386  -0.1792
C 1.241 -0.888 2.028  -1.0164
C -0.018 -0.538 -0.028  -0.8447
H -1.838 2.051 1.646  0.3097
H -0.268 -2.118 -4.200  0.2976
H 0.899 -1.045 -0.422  0.3737
H -0.029 -1.387 -2.898  0.3180
H -0.516 1.569 1.805  0.3563
H 1.042 -0.602 3.078  0.3116
H -0.813 -0.534 1.940  0.3485
H 0.998 -1.895 1.910  0.4714
H -0.755 1.384 -0.535  0.2468
H 2.323 -0.561 1.585  0.2198
H -0.857 -1.133 -0.371  0.4238
H 0.768 1.197 -0.577  0.2640

Results
HOMO level, eV: -9.02
Structure (SMILES): CNCN.O.O
Multiplicity: 1
Total charge: 0
Gap between HOMO and LUMO, eV: 9.5858
ΔE to the lowest compared entry with this formula, charge and spin, kJ/mol: 215.4
Strongest force on any atom, eV/A: 4.2


Record 10
ORCA calculation (ωB97M-V/def2-TZVPD) on a cluster of 3 separate species, C2H12N2O2 in total at a distorted geometry.

Each line ends with the Mulliken charge.
Cartesian coordinates (Å):
O 3.809 3.174 -2.755  -0.6457
O -1.361 -2.621 2.981  -0.6523
N -1.154 -0.520 -0.065  -0.2655
N 0.859 -0.307 1.409  -0.5916
C 0.269 -0.227 0.075  -0.4561
C -1.820 0.131 -1.190  -0.9145
H 0.415 0.284 2.086  0.2437
H -1.483 -2.707 2.027  0.3308
H -1.765 -0.333 0.709  0.2121
H -1.443 1.144 -1.377  0.2969
H 3.276 2.536 -2.256  0.3194
H 4.734 2.932 -2.564  0.3257
H -1.773 -0.360 -2.164  0.2673
H -2.880 0.188 -0.958  0.3183
H 0.768 -1.279 1.658  0.2958
H 0.778 -0.995 -0.504  0.3428
H -1.792 -1.797 3.195  0.3067
H 0.562 0.757 -0.306  0.2660

Results
HOMO level, eV: -9.09
Structure (SMILES): CNCN.O.O
Multiplicity: 1
Total charge: 0
Gap between HOMO and LUMO, eV: 9.7644
ΔE to the lowest compared entry with this formula, charge and spin, kJ/mol: 107.8
Strongest force on any atom, eV/A: 1.4


Question: Which value of ΔE to the lowest compared entry with this formula, charge and spin does entry 7 give?
Answer: 170.5 kJ/mol


Question: Which of these has the lowest gap between HOMO and LUMO?
Answer: C2H12N10


Question: Which of these has the lowest total charge?
Answer: C2H11O6


Question: Look up the HOMO level of the ninth one.
Answer: -9.02 eV